# 1
The following is a DFT calculation (ωB97M-V/def2-TZVPD) of 16 unconnected molecules or ions with the total composition C36H72Cl32SSi at a distorted geometry.

Geometry (Å):
C  -1.515  2.648  -0.296
C  -2.573  1.743  -1.049
S  -2.038  0.003  -1.365
C  -0.207  -0.094  -1.624
Si  0.557  -1.572  -0.640
C  0.261  -1.465  1.246
Cl  -0.521  -2.919  2.070
C  0.603  -0.407  2.077
C  1.288  0.884  1.485
Cl  0.316  -0.438  3.878
H  -2.009  3.669  -0.108
H  -0.578  2.871  -0.890
H  -1.262  2.237  0.736
H  -2.937  2.286  -1.983
H  -3.488  1.674  -0.372
H  0.350  0.878  -1.465
H  -0.043  -0.367  -2.721
H  2.017  -1.655  -0.850
H  -0.122  -2.797  -1.096
H  0.669  1.248  0.618
H  1.343  1.711  2.244
H  2.301  0.585  1.092
Cl  2.658  0.057  -3.918
C  3.462  -1.450  -4.426
C  2.472  -2.562  -4.698
Cl  1.680  -3.137  -3.209
H  4.177  -1.729  -3.651
H  4.019  -1.219  -5.336
H  2.990  -3.419  -5.132
H  1.695  -2.246  -5.394
Cl  4.442  -2.262  3.406
C  3.699  -3.308  4.643
C  2.884  -2.518  5.645
Cl  3.907  -1.503  6.695
H  4.494  -3.876  5.127
H  3.052  -4.011  4.114
H  2.340  -3.201  6.299
H  2.160  -1.869  5.150
Cl  -1.198  -5.466  -1.003
C  -1.937  -5.956  0.541
C  -1.883  -7.452  0.753
Cl  -2.945  -8.337  -0.374
H  -2.961  -5.581  0.557
H  -1.380  -5.454  1.333
H  -2.221  -7.695  1.761
H  -0.869  -7.832  0.633
Cl  5.518  -6.239  4.852
C  5.842  -6.988  3.269
C  4.779  -6.628  2.256
Cl  3.209  -7.376  2.637
H  5.918  -8.066  3.412
H  6.813  -6.621  2.934
H  5.070  -6.986  1.267
H  4.634  -5.548  2.198
Cl  2.690  3.769  0.248
C  2.356  5.333  -0.540
C  1.007  5.352  -1.225
Cl  0.966  4.286  -2.654
H  3.162  5.536  -1.239
H  2.385  6.093  0.242
H  0.784  6.361  -1.576
H  0.208  5.044  -0.549
Cl  -2.141  6.458  -2.171
C  -1.913  5.723  -3.778
C  -2.966  6.175  -4.768
Cl  -4.578  5.528  -4.372
H  -1.913  4.640  -3.657
H  -0.924  6.026  -4.127
H  -2.716  5.811  -5.766
H  -3.039  7.262  -4.810
Cl  0.797  -9.705  2.169
C  0.637  -10.445  0.556
C  0.821  -11.947  0.596
Cl  2.500  -12.409  0.968
H  1.361  -9.970  -0.107
H  -0.365  -10.204  0.195
H  0.584  -12.374  -0.380
H  0.170  -12.411  1.337
Cl  4.020  7.688  -1.793
C  5.214  8.819  -1.107
C  6.333  8.098  -0.387
Cl  5.770  7.314  1.110
H  4.688  9.507  -0.445
H  5.621  9.394  -1.940
H  7.107  8.810  -0.099
H  6.789  7.335  -1.017
Cl  -6.862  9.071  -5.650
C  -7.646  8.050  -4.418
C  -8.367  8.870  -3.370
Cl  -7.238  9.774  -2.329
H  -6.883  7.411  -3.972
H  -8.358  7.412  -4.943
H  -8.941  8.211  -2.716
H  -9.055  9.584  -3.823
Cl  -4.217  4.408  0.838
C  -5.981  4.314  1.064
C  -6.695  3.902  -0.205
Cl  -6.617  5.166  -1.457
H  -6.327  5.283  1.424
H  -6.163  3.576  1.847
H  -7.752  3.728  0.005
H  -6.276  2.986  -0.623
Cl  -6.893  -3.449  -2.086
C  -6.275  -4.939  -1.328
C  -6.187  -4.821  0.178
Cl  -4.916  -3.681  0.689
H  -5.304  -5.166  -1.770
H  -6.967  -5.740  -1.596
H  -5.935  -5.792  0.610
H  -7.131  -4.490  0.611
Cl  6.170  10.564  1.843
C  6.551  10.544  3.582
C  7.969  10.996  3.860
Cl  9.174  9.820  3.278
H  6.370  9.537  3.956
H  5.846  11.220  4.068
H  8.120  11.098  4.936
H  8.182  11.958  3.394
Cl  0.320  -0.124  10.173
C  0.577  -0.843  8.563
C  -0.500  -0.440  7.578
Cl  -2.079  -1.165  7.975
H  0.629  -1.926  8.680
H  1.549  -0.491  8.212
H  -0.235  -0.788  6.579
H  -0.625  0.642  7.540
Cl  -8.639  -10.045  1.484
C  -6.894  -10.402  1.467
C  -6.098  -9.399  2.274
Cl  -6.079  -7.788  1.513
H  -6.565  -10.431  0.428
H  -6.771  -11.399  1.892
H  -5.060  -9.725  2.349
H  -6.495  -9.291  3.284
Cl  6.813  -0.049  -7.012
C  6.149  0.252  -8.638
C  4.694  0.665  -8.591
Cl  3.634  -0.672  -8.080
H  6.291  -0.649  -9.234
H  6.745  1.051  -9.080
H  4.362  0.968  -9.586
H  4.535  1.502  -7.911

Cartesian forces (eV/Å) of the 2 atoms listed first:
C -0.577 0.705 0.352
C 0.073 1.345 0.481

Energy (eV): -457933.0972
Kohn-Sham gap (eV): 8.419
E_LUMO (eV): 0.38

# 2
The following is a DFT calculation (ωB97M-V/def2-TZVPD) of a molecular structure, C25H32N2ORuSSe3Te at a distorted geometry.

Geometry (Å):
Ru  0.991  -0.763  1.401
C  -3.875  -0.570  -3.591
C  -4.068  -1.287  -2.245
C  -5.181  -0.591  -1.449
C  -4.487  -2.736  -2.502
C  -2.752  -1.208  -1.488
C  -1.882  -2.289  -1.371
C  -0.701  -2.155  -0.671
N  -0.320  -1.011  -0.098
C  -1.115  0.079  -0.266
C  -2.328  -0.009  -0.918
C  -0.577  1.348  0.295
C  -1.038  2.598  -0.072
C  -0.479  3.750  0.483
C  0.529  3.548  1.425
C  0.954  2.274  1.738
N  0.442  1.185  1.166
C  -0.911  5.153  0.094
C  -2.128  5.139  -0.831
C  0.264  5.825  -0.635
C  -1.257  5.952  1.358
H  -4.791  -0.643  -4.179
H  -3.064  -1.020  -4.166
H  -3.648  0.488  -3.449
H  -6.124  -0.690  -1.988
H  -4.997  0.476  -1.321
H  -5.306  -1.041  -0.463
H  -5.470  -2.748  -2.973
H  -4.554  -3.309  -1.575
H  -3.801  -3.246  -3.180
H  -2.119  -3.253  -1.796
H  -0.018  -2.984  -0.562
H  -2.949  0.872  -0.982
H  -1.824  2.667  -0.807
H  1.014  4.378  1.919
H  1.716  2.107  2.488
H  -1.906  4.665  -1.789
H  -2.435  6.164  -1.040
H  -2.979  4.628  -0.374
H  0.514  5.292  -1.554
H  1.156  5.859  -0.008
H  -0.003  6.850  -0.896
H  -2.046  5.465  1.933
H  -1.607  6.945  1.074
H  -0.392  6.085  2.007
Se  3.297  -0.489  1.419
Se  6.584  -0.614  -1.010
Te  6.423  1.090  0.664
Se  3.971  1.683  0.635
C  1.549  -5.437  0.954
S  1.969  -3.695  0.951
O  1.107  -2.959  1.986
C  3.622  -3.730  1.592
C  3.842  -3.775  2.961
C  5.147  -3.740  3.425
C  6.204  -3.671  2.526
C  5.968  -3.629  1.159
C  4.666  -3.647  0.682
H  1.779  -5.927  1.899
H  2.120  -5.883  0.142
H  0.480  -5.501  0.755
H  3.003  -3.797  3.645
H  5.340  -3.759  4.489
H  7.221  -3.639  2.895
H  6.793  -3.558  0.464
H  4.466  -3.562  -0.379

Cartesian forces (eV/Å) of the 2 atoms listed first:
Ru 0.255 -0.570 1.291
C -0.029 0.014 0.002

ΔE to the lowest compared entry with this formula, charge and spin (kcal per mole): 43.2
Total charge: +1
Energy (eV): -248216.8074
Kohn-Sham gap (alpha / beta) (eV): 6.568 / 6.074
E_LUMO (alpha / beta) (eV): -3.38 / -3.91
<S²>: 0.757
Multiplicity: 2